An isolated molecule of C17H26BNO6, computed with ωB97M-V with the def2-TZVPD basis set.

```
! wB97M-V def2-TZVPD RIJCOSX def2/J DEFGRID3
* xyz 0 1
C 1.92498 3.44224 0.31168
C 0.38766 3.70314 0.67618
C -0.65928 3.40265 -0.50300
C -0.33196 2.12430 -1.40554
O -0.23318 0.86253 -0.71060
C -1.39334 0.52887 0.06052
B -2.88787 0.64514 -0.57982
N -3.41767 -0.14973 -1.72572
O -3.79599 1.64421 -0.02529
O -1.32263 1.01303 1.44690
C -0.12239 0.46584 2.00465
O 0.76175 0.96619 2.71224
O -0.10369 -0.87112 1.51701
C -1.07464 -1.03312 0.42286
C -2.21544 -1.90859 1.14642
O -2.54048 -1.48194 2.49604
C -3.78327 -0.74698 2.55814
C -0.55917 -1.98808 -0.75700
C 1.01942 -1.99989 -0.97915
C 1.56612 -1.45711 -2.35264
C 3.06332 -1.37992 -2.72153
C 4.12072 -1.85468 -1.69043
C 3.62167 -2.40205 -0.30841
C 4.67746 -2.88218 0.79859
C 2.08598 -2.48983 0.02471
H 2.56936 3.41252 1.25350
H 2.35468 4.26908 -0.37568
H 2.11786 2.45689 -0.25107
H 0.05164 3.19010 1.65581
H 0.29916 4.83625 0.90309
H -1.71252 3.39968 -0.04011
H -0.63905 4.31944 -1.20801
H 0.71434 2.31770 -1.86186
H -1.03617 2.10589 -2.32813
H -3.84718 -1.03792 -1.44002
H -2.63116 -0.27933 -2.37739
H -3.76318 1.62842 0.95602
H -3.15607 -2.08664 0.49204
H -1.76180 -2.96692 1.27421
H -3.50841 0.37322 2.67557
H -4.50046 -0.92356 1.68932
H -4.34003 -1.01896 3.52912
H -0.90396 -3.07253 -0.68738
H -1.02082 -1.57357 -1.73387
H 0.78174 -1.11404 -3.11126
H 3.31136 -0.95376 -3.76116
H 5.21387 -1.76471 -1.98593
H 5.45640 -3.61920 0.41495
H 5.25641 -1.93151 1.11421
H 4.12676 -3.23195 1.73938
H 1.77915 -2.88756 1.04787
*
```

Values from the calculation:
**HOMO-LUMO gap**: 8.67 eV
**HOMO level**: -8.4 eV
**Calculated total energy**: -1194.25132 a.u.

A cluster of 8 separate species, C50H105F2N11O4S2 in total, computed with ωB97M-V with the def2-TZVPD basis set.

```
! wB97M-V def2-TZVPD RIJCOSX def2/J DEFGRID3
* xyz 7 2
C -7.32637 0.42401 -3.41018
C -6.11185 1.35922 -3.34000
N -4.81332 0.69808 -3.46529
C -3.97836 0.51647 -2.35644
C -2.69719 0.15693 -2.82649
N -2.82269 0.00392 -4.20213
C -4.07001 0.41385 -4.59406
C -1.66370 -0.36607 -5.02461
H -7.33470 -0.48004 -2.80129
H -7.48487 -0.02934 -4.38868
H -8.16292 1.07082 -3.14576
H -6.19161 1.84898 -2.36950
H -6.24628 2.13329 -4.09555
H -4.32673 0.68794 -1.34865
H -1.71298 -0.01314 -2.41561
H -4.57696 0.42717 -5.54760
H -1.85084 -0.32170 -6.09750
H -1.29757 -1.35885 -4.76303
H -0.83944 0.34023 -4.92553
C 2.09174 -3.09125 7.60255
C 3.23975 -2.04548 7.41261
N 2.95019 -1.22389 6.21355
C 1.79847 -0.55269 5.94636
C 1.99414 0.23156 4.80056
N 3.22881 0.08691 4.31644
C 3.89596 -0.79750 5.19258
C 3.62687 0.77122 3.11760
H 1.94376 -3.60444 6.65237
H 1.17071 -2.59601 7.91001
H 2.25986 -3.66744 8.51240
H 4.22675 -2.50290 7.34410
H 3.33380 -1.26721 8.16993
H 0.97148 -0.56527 6.64085
H 1.26148 0.78195 4.22900
H 4.87451 -1.18403 4.94878
H 3.58169 0.12603 2.24022
H 4.64882 1.14700 3.06753
H 2.95243 1.60134 2.90759
C -5.65927 -4.30544 -1.97541
C -4.60286 -3.40515 -2.56771
N -3.71052 -2.87315 -1.57325
C -2.40974 -3.17284 -1.49240
C -1.71410 -2.28598 -0.63591
N -2.67946 -1.82010 0.15850
C -3.86956 -2.08190 -0.44303
C -2.46032 -1.09205 1.46301
H -5.23791 -5.12086 -1.38750
H -6.29729 -4.61220 -2.80423
H -6.35288 -3.84637 -1.27096
H -5.10033 -2.50798 -2.93611
H -4.12324 -3.95231 -3.37930
H -1.98191 -3.80118 -2.25956
H -0.68047 -2.13584 -0.36125
H -4.78307 -1.57435 -0.17047
H -1.40838 -0.91259 1.68506
H -2.74582 -1.84042 2.20228
H -3.05430 -0.18279 1.55539
C -1.82982 3.99871 -2.58039
C -0.97231 4.80009 -3.56012
C 0.34595 5.33222 -2.94535
N 1.53937 5.76798 -3.93741
C 1.08349 6.87261 -4.94422
C 2.70799 6.35872 -3.16177
C 3.53242 5.19394 -2.58977
C 3.39707 4.15349 -3.65047
C 2.14392 4.50048 -4.53443
H -1.86148 4.41731 -1.57448
H -1.30013 3.06316 -2.40076
H -2.80916 3.90578 -3.04984
H -1.54490 5.69496 -3.80393
H -0.77809 4.35034 -4.53383
H 0.88390 4.58269 -2.36490
H 0.19127 6.24272 -2.36643
H 0.58863 7.67942 -4.40359
H 0.24972 6.45125 -5.50579
H 1.85273 7.04875 -5.69610
H 3.18918 6.90663 -3.97193
H 2.43108 7.16516 -2.48274
H 4.59902 5.33387 -2.41404
H 3.18194 4.89711 -1.60126
H 4.27092 4.08788 -4.29869
H 3.29548 3.15632 -3.22220
H 2.56352 4.72325 -5.51546
H 1.37915 3.72386 -4.54401
C 5.29968 -2.44528 -4.69664
C 4.30358 -3.68998 -4.59350
C 2.91686 -3.37371 -3.89120
N 2.12095 -4.67219 -3.57842
C 1.92647 -5.55901 -4.84923
C 0.77207 -4.34121 -2.87897
C 0.69107 -5.17656 -1.62690
C 1.77011 -6.26199 -1.76698
C 2.85804 -5.59316 -2.62546
H 6.20704 -2.81119 -5.17719
H 5.62899 -2.07614 -3.72535
H 4.86495 -1.59526 -5.22254
H 4.86976 -4.52369 -4.17824
H 4.12590 -3.94401 -5.63849
H 2.27998 -2.67815 -4.43773
H 3.25377 -2.87712 -2.98127
H 1.28302 -6.41741 -4.65627
H 2.83138 -5.76744 -5.42002
H 1.43557 -5.02605 -5.66352
H 0.01943 -4.57686 -3.63138
H 0.67847 -3.25610 -2.83542
H -0.21873 -5.74626 -1.43768
H 0.85128 -4.52886 -0.76498
H 1.48369 -7.18519 -2.27072
H 2.34140 -6.65068 -0.92398
H 3.43607 -6.33884 -3.17127
H 3.57038 -4.97755 -2.07618
C -5.32850 8.45213 5.32831
C -4.71720 7.50438 4.25894
C -3.20180 7.11960 4.29762
N -2.64512 6.42272 3.03546
C -2.46591 7.52621 1.98221
C -1.24647 5.87403 3.31283
C -1.13739 4.89917 2.20118
C -2.47981 4.35197 1.79546
C -3.52739 5.19593 2.57829
H -4.81888 8.27771 6.27591
H -6.39944 8.36377 5.51106
H -4.94798 9.46208 5.17569
H -5.09385 7.68617 3.25238
H -5.25705 6.58280 4.47653
H -3.00073 6.50034 5.17180
H -2.58057 8.00414 4.43822
H -1.84364 8.30647 2.42048
H -3.41682 7.99384 1.72688
H -2.06681 7.01383 1.10684
H -0.43850 6.59687 3.19982
H -1.28006 5.33699 4.26076
H -0.47806 5.28176 1.42208
H -0.40387 4.16970 2.54459
H -2.62213 4.55746 0.73451
H -2.40150 3.28050 1.97963
H -4.33431 5.60184 1.96818
H -3.86011 4.63567 3.45208
C 1.44222 -2.10141 1.79944
C 2.24470 -3.37235 2.12046
C 1.95682 -3.98527 3.50593
N 2.78548 -5.32073 3.81335
C 4.34555 -5.10617 3.95316
C 2.47103 -6.32948 2.65710
C 2.95925 -7.67323 3.35389
C 2.54813 -7.59890 4.82797
C 2.34984 -6.12587 5.02152
H 1.19081 -1.41974 2.61199
H 0.48715 -2.37899 1.35347
H 2.01302 -1.59285 1.02249
H 3.33087 -3.29287 2.07519
H 1.92728 -4.15085 1.42673
H 0.91231 -4.26951 3.63354
H 2.11522 -3.31751 4.35275
H 4.37798 -4.11858 4.41326
H 4.78406 -4.99689 2.96126
H 4.83149 -5.96257 4.42066
H 3.09222 -6.16798 1.77611
H 1.41002 -6.29074 2.41043
H 4.04843 -7.63390 3.36921
H 2.66198 -8.56645 2.80445
H 3.38755 -8.01328 5.38636
H 1.66625 -8.14869 5.15677
H 2.88782 -5.63060 5.82984
H 1.28320 -5.99103 5.20096
N 0.31918 0.17227 -0.81530
S 0.47154 1.51611 0.12479
O 0.88606 2.76572 -0.50587
O 0.95274 1.19903 1.50322
F -1.10292 1.75248 0.41132
S 1.17472 0.44364 -1.99623
O 2.63519 0.39000 -1.74999
O 0.65086 1.33453 -3.00403
F 0.89251 -0.97040 -2.67481
*
```

Values from the calculation:
**HOMO-LUMO gap (alpha / beta)**: 5.13 / 1.60 eV
**HOMO level (alpha / beta)**: -21.9 / -21.9 eV
**Calculated total energy**: -3864.35424 a.u.

A structure of composition C3H7MgO3Pr, computed with ωB97M-V with the def2-TZVPD basis set.

```
! wB97M-V def2-TZVPD RIJCOSX def2/J DEFGRID3
* xyz 1 4
O 2.88120 -0.92222 -0.17370
C 3.80053 0.10141 -0.01256
C 3.38121 1.05033 1.10317
O 1.98749 1.35270 0.89404
C 1.44592 2.34531 1.65118
Pr 0.74336 -0.65459 -0.09369
H 3.92285 0.69633 -0.94206
H 4.81058 -0.27140 0.25026
H 3.96039 1.98505 1.08989
H 3.47128 0.57352 2.09112
H -4.53193 1.51830 0.24536
H 2.12340 3.13082 1.99005
Mg -2.76066 -0.26483 -0.52334
O -4.36087 0.66297 -0.20512
H 0.36688 2.33338 1.79390
*
```

Values from the calculation:
**HOMO-LUMO gap (alpha / beta)**: 5.91 / 6.35 eV
**HOMO level (alpha / beta)**: -11.2 / -10.7 eV
**Calculated total energy**: -1060.98208 a.u.

An isolated molecule of C7H6O, computed with ωB97M-V with the def2-TZVPD basis set.

```
! wB97M-V def2-TZVPD RIJCOSX def2/J DEFGRID3
* xyz 0 1
C 0.12943 -0.78833 -2.48049
C -0.26232 -0.26243 -1.47555
C -0.84716 0.20268 -0.21372
C -0.41172 1.50549 0.27953
C 0.08206 2.55893 0.59313
O -0.84782 -0.80387 0.79471
C 0.36528 -1.32978 1.18443
C 1.49364 -0.65943 0.95762
H 0.47196 -1.41789 -3.28254
H -1.91777 0.18587 -0.40333
H 0.60489 3.47316 0.82830
H 0.32229 -2.32566 1.69241
H 1.57635 0.34843 0.52866
H 2.42951 -1.19572 1.20905
*
```

Values from the calculation:
**HOMO-LUMO gap**: 10.17 eV
**Relative energy (zero: lowest compared OMol25 entry of this formula, charge and spin)**: 399.0 kJ/mol
**HOMO level**: -9.1 eV
**Calculated total energy**: -345.37323 a.u.